Record 1
DFT (ωB97M-V/def2-TZVPD) results for a 6-piece molecular cluster, C33H67BN3O9S5 overall at a distorted geometry.

```
! RIJCOSX wB97M-V def2-TZVPD def2/J DEFGRID3
* xyz 1 1
C 5.35 -1.07 -0.94
B 4.74 -1.21 0.58
O 5.42 -2.10 1.48
C 3.36 -0.38 0.98
N 3.76 0.53 2.11
O 4.02 1.80 1.58
C 2.84 0.68 3.27
C 1.36 0.09 3.15
N 1.00 -0.45 1.77
C 0.68 0.77 1.01
C 0.23 0.64 -0.51
C 0.01 2.15 -1.09
C 1.39 2.87 -1.46
N 2.05 2.29 -2.68
C 3.48 2.40 -2.99
C 3.80 1.68 -4.33
C 2.43 1.13 -4.84
C 1.40 1.56 -3.77
C 2.08 -1.32 1.22
C 2.36 -2.47 2.30
C 2.85 -3.89 1.88
C 3.46 -4.43 0.57
C 3.93 -5.88 0.31
C 3.83 -6.92 1.46
C 3.24 -6.43 2.81
C 2.76 -4.98 3.03
O 1.74 -1.98 -0.02
C 0.44 -2.61 0.02
C 0.20 -3.23 -1.46
C 0.58 -2.20 -2.64
O 0.83 -4.53 -1.63
H 4.79 -1.78 -1.66
H 5.22 0.02 -1.30
H 6.47 -1.29 -0.94
H 5.91 -2.74 0.89
H 3.19 0.29 0.06
H 4.68 0.21 2.48
H 5.00 1.81 1.40
H 3.34 0.17 4.19
H 2.80 1.80 3.54
H 0.66 0.95 3.46
H 1.17 -0.70 3.98
H 1.48 1.61 1.04
H -0.24 1.26 1.53
H 1.05 0.19 -1.17
H -0.75 0.06 -0.64
H -0.47 2.78 -0.24
H -0.73 2.16 -1.97
H 2.19 2.76 -0.62
H 1.27 4.01 -1.60
H 4.30 2.91 -2.40
H 4.79 1.55 -4.88
H 2.16 0.54 -5.77
H 0.28 1.39 -3.71
H 1.38 -2.62 2.89
H 3.10 -2.05 3.09
H 3.54 -3.68 -0.30
H 4.34 -6.18 -0.72
H 4.18 -8.00 1.31
H 3.18 -7.16 3.69
H 2.36 -4.72 4.08
H 0.35 -3.50 0.74
H -0.44 -1.91 0.20
H -0.95 -3.42 -1.56
H -0.23 -1.38 -2.70
H 1.63 -1.75 -2.56
H 0.56 -2.77 -3.65
H 0.27 -5.01 -2.27
C 4.05 -2.14 8.84
S 3.88 -0.96 7.48
O 2.42 -0.80 7.20
C 4.56 -2.06 6.21
H 3.65 -1.68 9.74
H 3.49 -3.05 8.61
H 5.10 -2.38 8.99
H 3.96 -2.97 6.15
H 5.59 -2.30 6.44
H 4.52 -1.54 5.25
C -1.99 7.04 -4.16
S -0.87 5.66 -3.87
O -1.57 4.69 -2.97
C 0.30 6.59 -2.86
H -2.84 6.68 -4.75
H -2.36 7.43 -3.21
H -1.47 7.82 -4.72
H -0.21 7.01 -1.99
H 0.74 7.39 -3.45
H 1.09 5.92 -2.52
C -5.13 -2.24 -0.19
S -3.36 -2.48 0.02
O -2.83 -3.09 -1.24
C -3.49 -3.80 1.25
H -5.29 -1.48 -0.95
H -5.60 -3.18 -0.51
H -5.57 -1.91 0.75
H -4.05 -4.64 0.83
H -3.98 -3.42 2.14
H -2.48 -4.14 1.50
C -4.66 4.55 -2.85
S -5.50 6.00 -3.52
O -5.44 7.07 -2.47
C -7.16 5.30 -3.48
H -3.60 4.78 -2.75
H -5.07 4.30 -1.87
H -4.79 3.71 -3.54
H -7.41 5.00 -2.46
H -7.20 4.43 -4.14
H -7.86 6.05 -3.82
C -8.80 0.79 0.09
S -8.47 -0.50 -1.12
O -7.02 -0.42 -1.48
C -9.39 0.26 -2.47
H -8.28 0.54 1.02
H -8.44 1.75 -0.28
H -9.87 0.84 0.28
H -8.99 1.26 -2.68
H -10.45 0.33 -2.19
H -9.29 -0.36 -3.36
*
```

molar mass	821.06	g mol⁻¹
Kohn-Sham gap	6.4	eV
DFT total energy	-4154.0686	Eh
HOMO	-9.6353	eV
F_max	5.26	eV Å⁻¹

Löwdin population analysis, charges in e, atoms 1 to 99: number 1, C, carries -0.0128; number 2, B, carries -0.3814; number 3, O, carries 0.0822; number 4, C, carries -0.0421; number 5, N, carries -0.1096; number 6, O, carries 0.0414; number 7, C, carries -0.0542; number 8, C, carries -0.1168; number 9, N, carries -0.0737; number 10, C, carries -0.1989; number 11, C, carries -0.1557; number 12, C, carries -0.1596; number 13, C, carries -0.1454; number 14, N, carries -0.1493; number 15, C, carries -0.1025; number 16, C, carries -0.0792; number 17, C, carries -0.0712; number 18, C, carries -0.0622; number 19, C, carries -0.3629; number 20, C, carries -0.0852; number 21, C, carries -0.1470; number 22, C, carries -0.0322; number 23, C, carries -0.0420; number 24, C, carries -0.0619; number 25, C, carries -0.0765; number 26, C, carries -0.0219; number 27, O, carries -0.1079; number 28, C, carries -0.1150; number 29, C, carries -0.3406; number 30, C, carries -0.0513; number 31, O, carries -0.0786; number 32, H, carries 0.1007; number 33, H, carries 0.0686; number 34, H, carries 0.0792; number 35, H, carries 0.1241; number 36, H, carries 0.1684; number 37, H, carries 0.1939; number 38, H, carries 0.1705; number 39, H, carries 0.1378; number 40, H, carries 0.1623; number 41, H, carries 0.1430; number 42, H, carries 0.1371; number 43, H, carries 0.1161; number 44, H, carries 0.1441; number 45, H, carries 0.0996; number 46, H, carries 0.1191; number 47, H, carries 0.1244; number 48, H, carries 0.1057; number 49, H, carries 0.1115; number 50, H, carries 0.1080; number 51, H, carries 0.0946; number 52, H, carries 0.0821; number 53, H, carries 0.0846; number 54, H, carries 0.1058; number 55, H, carries 0.1411; number 56, H, carries 0.1233; number 57, H, carries 0.0978; number 58, H, carries 0.0965; number 59, H, carries 0.0894; number 60, H, carries 0.0915; number 61, H, carries 0.0968; number 62, H, carries 0.1423; number 63, H, carries 0.0998; number 64, H, carries 0.1044; number 65, H, carries 0.0832; number 66, H, carries 0.0710; number 67, H, carries 0.0937; number 68, H, carries 0.0994; number 69, C, carries -0.2619; number 70, S, carries 0.8003; number 71, O, carries -0.5667; number 72, C, carries -0.2687; number 73, H, carries 0.0557; number 74, H, carries 0.0615; number 75, H, carries 0.0567; number 76, H, carries 0.0575; number 77, H, carries 0.0592; number 78, H, carries 0.0141; number 79, C, carries -0.2602; number 80, S, carries 0.8341; number 81, O, carries -0.5768; number 82, C, carries -0.2613; number 83, H, carries 0.0364; number 84, H, carries 0.0642; number 85, H, carries 0.0589; number 86, H, carries 0.0645; number 87, H, carries 0.0580; number 88, H, carries 0.0233; number 89, C, carries -0.2722; number 90, S, carries 0.8134; number 91, O, carries -0.5545; number 92, C, carries -0.2589; number 93, H, carries 0.0174; number 94, H, carries 0.0686; number 95, H, carries 0.0579; number 96, H, carries 0.0616; number 97, H, carries 0.0541; number 98, H, carries 0.0432; number 99, C, carries -0.2632



Record 2
DFT (ωB97M-V/def2-TZVPD) results for a 12-piece molecular cluster, C33H68Br22O3PS overall at a distorted geometry.

```
! RIJCOSX wB97M-V def2-TZVPD def2/J DEFGRID3
* xyz -1 1
C 4.35 3.33 -1.65
C 3.55 2.55 -2.40
C 2.01 2.63 -2.28
C 1.43 1.30 -1.56
C 1.01 0.42 -2.77
O 0.13 -0.67 -2.43
C -0.99 -0.63 -3.31
O 2.58 0.73 -0.91
P 2.54 1.27 0.76
C 2.97 -0.45 1.53
C 2.24 -1.68 0.88
C 3.27 -2.39 -0.07
S 2.47 -3.61 -1.19
O 0.82 1.08 0.79
C 0.37 1.64 -0.45
C -1.14 1.46 -0.74
H 5.32 2.93 -1.28
H 4.09 4.35 -1.32
H 3.95 1.80 -3.10
H 1.83 3.48 -1.60
H 1.53 2.81 -3.26
H 1.95 -0.03 -3.17
H 0.55 1.00 -3.59
H -1.72 -1.42 -3.06
H -0.69 -0.74 -4.37
H -1.54 0.34 -3.22
H 2.42 1.72 2.16
H 3.98 1.47 0.67
H 2.47 2.68 0.45
H 4.07 -0.59 1.42
H 2.74 -0.40 2.61
H 1.31 -1.43 0.33
H 2.06 -2.42 1.70
H 4.00 -2.91 0.57
H 3.79 -1.61 -0.66
H 1.24 -3.88 -0.64
H 0.43 2.74 -0.24
H -1.41 1.93 -1.71
H -1.39 0.38 -0.75
H -1.69 1.97 0.07
Br -0.54 -4.27 -3.59
C 0.50 -5.89 -3.87
C -0.09 -7.05 -3.11
Br 0.33 -6.95 -1.22
H 1.52 -5.66 -3.58
H 0.46 -6.07 -4.94
H 0.35 -7.99 -3.45
H -1.17 -7.11 -3.20
Br 1.01 5.45 0.44
C 1.35 7.21 -0.30
C 1.09 7.24 -1.78
Br 2.53 6.39 -2.78
H 2.37 7.47 -0.05
H 0.67 7.88 0.22
H 1.05 8.27 -2.15
H 0.17 6.74 -2.06
Br -0.88 -3.56 0.89
C -0.82 -5.25 1.85
C -0.73 -5.03 3.34
Br 1.06 -4.51 3.88
H 0.02 -5.81 1.45
H -1.75 -5.75 1.60
H -0.93 -5.96 3.87
H -1.41 -4.26 3.70
Br -0.18 8.00 3.22
C 0.19 6.25 3.99
C 0.50 6.35 5.46
Br 2.31 7.02 5.76
H 1.00 5.81 3.40
H -0.71 5.67 3.83
H 0.48 5.36 5.92
H -0.17 7.01 5.99
Br 2.61 9.80 1.67
C 2.91 11.61 1.03
C 2.66 11.72 -0.46
Br 4.12 10.97 -1.49
H 3.92 11.89 1.30
H 2.21 12.23 1.58
H 2.60 12.77 -0.76
H 1.75 11.20 -0.77
Br 3.76 -4.02 -4.93
C 4.52 -5.55 -4.01
C 5.11 -6.54 -4.98
Br 3.72 -7.59 -5.86
H 3.73 -5.98 -3.40
H 5.29 -5.14 -3.37
H 5.73 -7.27 -4.46
H 5.70 -6.07 -5.77
Br -3.89 3.02 2.79
C -5.47 2.44 1.81
C -5.61 0.95 1.84
Br -4.37 0.08 0.61
H -5.38 2.85 0.80
H -6.31 2.92 2.31
H -6.60 0.65 1.49
H -5.43 0.52 2.82
Br -9.49 1.70 -0.85
C -8.47 0.08 -1.19
C -9.07 -1.11 -0.48
Br -8.64 -1.08 1.42
H -7.45 0.28 -0.90
H -8.52 -0.07 -2.27
H -8.64 -2.04 -0.85
H -10.16 -1.15 -0.56
Br 7.21 -9.89 -7.12
C 5.61 -10.43 -8.09
C 5.37 -11.91 -7.97
Br 6.56 -12.92 -9.13
H 5.73 -10.09 -9.11
H 4.80 -9.87 -7.62
H 4.36 -12.16 -8.31
H 5.51 -12.28 -6.96
Br -2.56 3.56 6.49
C -4.04 2.95 7.60
C -4.38 1.51 7.31
Br -5.38 1.34 5.64
H -4.87 3.63 7.42
H -3.69 3.06 8.62
H -5.04 1.11 8.08
H -3.51 0.88 7.22
Br -3.14 -4.06 7.02
C -4.18 -2.47 6.60
C -4.83 -2.57 5.25
Br -3.54 -2.26 3.82
H -3.51 -1.62 6.69
H -4.93 -2.41 7.39
H -5.58 -1.80 5.13
H -5.28 -3.54 5.06
*
```

molar mass	2333.83	g mol⁻¹
Kohn-Sham gap	4.9	eV
DFT total energy	-58891.6644	Eh
HOMO	-3.5169	eV
F_max	3.16	eV Å⁻¹

Löwdin population analysis, charges in e, atoms 1 to 99: number 1, C, carries -0.0533; number 2, C, carries -0.1775; number 3, C, carries -0.1389; number 4, C, carries -0.3914; number 5, C, carries -0.1320; number 6, O, carries -0.2042; number 7, C, carries -0.1709; number 8, O, carries -0.2956; number 9, P, carries 0.4884; number 10, C, carries -0.3015; number 11, C, carries -0.3290; number 12, C, carries -0.5512; number 13, S, carries 0.5985; number 14, O, carries -0.2924; number 15, C, carries -0.3816; number 16, C, carries -0.0508; number 17, H, carries 0.0534; number 18, H, carries 0.0178; number 19, H, carries 0.0985; number 20, H, carries 0.0345; number 21, H, carries 0.0969; number 22, H, carries 0.1416; number 23, H, carries 0.1088; number 24, H, carries 0.0671; number 25, H, carries 0.0876; number 26, H, carries 0.0740; number 27, H, carries -0.0309; number 28, H, carries -0.0257; number 29, H, carries -0.0288; number 30, H, carries 0.0575; number 31, H, carries 0.0538; number 32, H, carries 0.0628; number 33, H, carries 0.0509; number 34, H, carries 0.0574; number 35, H, carries 0.0648; number 36, H, carries -0.2343; number 37, H, carries 0.0599; number 38, H, carries 0.0803; number 39, H, carries 0.0624; number 40, H, carries 0.0578; number 41, Br, carries 0.6553; number 42, C, carries -0.7096; number 43, C, carries -0.6786; number 44, Br, carries 0.6445; number 45, H, carries -0.0039; number 46, H, carries 0.0533; number 47, H, carries 0.0514; number 48, H, carries 0.0475; number 49, Br, carries 0.7319; number 50, C, carries -0.7349; number 51, C, carries -0.6790; number 52, Br, carries 0.6546; number 53, H, carries 0.0100; number 54, H, carries 0.0027; number 55, H, carries 0.0470; number 56, H, carries 0.0515; number 57, Br, carries 0.6780; number 58, C, carries -0.6913; number 59, C, carries -0.6997; number 60, Br, carries 0.6224; number 61, H, carries 0.0042; number 62, H, carries 0.0561; number 63, H, carries 0.0545; number 64, H, carries -0.0175; number 65, Br, carries 0.5861; number 66, C, carries -0.6872; number 67, C, carries -0.7031; number 68, Br, carries 0.6003; number 69, H, carries 0.0164; number 70, H, carries 0.0565; number 71, H, carries 0.0473; number 72, H, carries 0.0467; number 73, Br, carries 0.6612; number 74, C, carries -0.6859; number 75, C, carries -0.6999; number 76, Br, carries 0.6074; number 77, H, carries 0.0486; number 78, H, carries 0.0562; number 79, H, carries 0.0535; number 80, H, carries 0.0466; number 81, Br, carries 0.6235; number 82, C, carries -0.6940; number 83, C, carries -0.6773; number 84, Br, carries 0.6051; number 85, H, carries 0.0312; number 86, H, carries 0.0647; number 87, H, carries 0.0572; number 88, H, carries 0.0511; number 89, Br, carries 0.5844; number 90, C, carries -0.6828; number 91, C, carries -0.7253; number 92, Br, carries 0.6346; number 93, H, carries 0.0511; number 94, H, carries 0.0571; number 95, H, carries -0.0405; number 96, H, carries -0.0042; number 97, Br, carries 0.5976; number 98, C, carries -0.6871; number 99, C, carries -0.6765